C4H6NOP in the gas phase in a non-equilibrium geometry, computed with the ωB97M-V functional and the def2-TZVPD basis.

XYZ file:
```
13
Properties=species:S:1:pos:R:3
C -0.302 0.878 -0.012
C -0.136 -0.496 -0.061
C -1.596 1.356 0.103
C 1.159 -1.034 0.093
N 2.475 -0.422 0.141
O -2.569 0.464 0.159
P -2.235 -1.061 -0.083
H 0.543 1.523 -0.073
H -2.254 -0.851 -1.495
H -2.072 2.285 -0.077
H 1.312 -2.164 0.230
H 2.537 0.563 0.529
H 3.138 -1.040 0.546
```

Calculated values
calculated total energy: -17068.6639 eV
molar mass: 115.1 g/mol
SMILES string: N/C=C1\C=COP1

***

2 unconnected molecules or ions with the total composition C3H4OS in a non-equilibrium geometry, computed with the ωB97M-V functional and the def2-TZVPD basis.

XYZ file:
```
9
Properties=species:S:1:pos:R:3
C -1.102 0.048 -0.292
C -0.653 -0.027 0.821
C -1.474 0.851 -1.478
O 2.661 -0.896 2.314
S 1.551 -2.134 2.153
H -2.168 1.631 -1.399
H -1.788 0.134 -2.246
H -0.545 1.442 -1.642
H 3.518 -1.050 1.770
```

Calculated values
calculated total energy: -16050.0020 eV
molar mass: 88.1 g/mol

***

A molecular structure, C33H28ClFN5O4V in a non-equilibrium geometry, computed with the ωB97M-V functional and the def2-TZVPD basis.

XYZ file:
```
73
Properties=species:S:1:pos:R:3
V 0.112 -0.639 2.941
Cl 5.080 2.515 7.005
C 4.128 1.653 5.840
C 4.432 1.767 4.483
C 3.679 1.095 3.546
C 2.585 0.307 3.931
O 1.871 -0.346 3.039
C 2.264 0.230 5.311
C 1.083 -0.470 5.729
N 0.146 -0.828 4.906
C -0.975 -1.535 5.365
C -1.467 -1.581 6.663
C -2.556 -2.398 6.959
C -3.143 -3.186 5.992
C -2.684 -3.150 4.663
C -3.220 -3.927 3.605
C -2.703 -3.776 2.330
C -1.687 -2.864 2.091
N -1.133 -2.114 3.074
C -1.614 -2.279 4.352
C 3.071 0.881 6.255
H 5.266 2.384 4.177
H 3.922 1.158 2.493
H 0.984 -0.698 6.788
H -1.036 -0.969 7.444
H -2.938 -2.415 7.971
H -3.968 -3.842 6.241
H -4.033 -4.614 3.801
H -3.096 -4.352 1.503
H -1.322 -2.700 1.086
H 2.842 0.793 7.310
F 1.580 -2.203 -3.372
C 0.959 -1.075 -2.958
C 0.711 -0.957 -1.617
C 0.001 0.139 -1.130
C -0.307 0.223 0.287
O 0.124 -0.658 1.071
C -1.162 1.294 0.683
C -1.539 2.219 -0.239
N -1.154 2.204 -1.540
C -1.671 3.220 -2.426
C -1.591 4.649 -1.991
C -0.730 4.165 -3.118
C -0.432 1.131 -2.028
C -0.126 1.005 -3.382
C 0.564 -0.096 -3.876
N 0.819 -0.142 -5.280
C 1.890 -0.997 -5.773
C 2.261 -0.584 -7.190
N 1.044 -0.725 -8.054
C -0.056 0.149 -7.539
C -0.374 -0.263 -6.110
C -1.794 1.381 2.062
O -2.662 2.218 2.230
O -1.375 0.541 2.946
H 1.034 -1.730 -0.933
H -2.200 3.018 0.066
H -2.557 2.906 -2.969
H -1.103 4.854 -1.048
H -2.426 5.297 -2.210
H 0.331 4.055 -2.936
H -0.988 4.470 -4.123
H -0.410 1.789 -4.070
H 1.616 -2.062 -5.780
H 2.768 -0.882 -5.144
H 3.054 -1.219 -7.579
H 2.576 0.457 -7.219
H 0.733 -1.699 -8.004
H 1.255 -0.518 -9.029
H -0.928 0.049 -8.182
H 0.300 1.177 -7.560
H -0.770 -1.294 -6.106
H -1.153 0.389 -5.726
```

Calculated values
total charge: +1
multiplicity: 4
calculated total energy: -91239.1144 eV
molar mass: 664.0 g/mol
<S²>: 3.80

***

We obtain relative energy (zero: lowest compared OMol25 entry of this formula, charge and spin) values of 42.9; 187.0; 10.9 kcal per mole for the records listed above, in that order.